[1]
ORCA calculation (ωB97M-V/def2-TZVPD) on the molecule C5H6O.

Results
HOMO-LUMO gap (alpha / beta)   8.215 / 8.216 eV
Multiplicity   1
Relative energy (zero: lowest compared OMol25 entry of this formula, charge and spin)   343.3 kJ/mol
Largest force on an atom   0.0155 Eh/bohr
LUMO level (alpha / beta)   -0.0001 / -0.0001 Ha

Last column: Löwdin charge in e.
CARTESIAN COORDINATES (ANGSTROEM)
C: -1.720 -0.050 0.128  0.033
C: -0.613 0.693 0.002  -0.118
C: 0.509 0.177 -0.805  -0.391
O: 0.151 -0.297 -2.007  0.074
C: 1.740 0.062 -0.264  -0.038
C: 1.882 -0.343 0.996  -0.023
H: -2.588 0.330 0.656  0.061
H: -1.818 -1.062 -0.271  0.080
H: -0.797 -0.100 -2.076  0.104
H: 0.962 -0.687 1.487  0.055
H: -0.488 1.622 0.550  0.118
H: 2.781 -0.344 1.603  0.043

[2]
ORCA calculation (ωB97M-V/def2-TZVPD) on a cluster of 2 separate species, C4H6O4Si in total in a non-equilibrium geometry.

Results
HOMO-LUMO gap (alpha / beta)   4.949 / 4.979 eV
Multiplicity   1
Relative energy (zero: lowest compared OMol25 entry of this formula, charge and spin)   115.3 kJ/mol
Largest force on an atom   0.0556 Eh/bohr
Net charge   -2
LUMO level (alpha / beta)   0.2376 / 0.2305 Ha

Last column: Löwdin charge in e.
CARTESIAN COORDINATES (ANGSTROEM)
C: 1.115 1.862 1.792  -0.945
C: -0.406 -2.314 3.006  -0.632
C: -1.500 1.102 0.219  -0.305
C: 1.218 -0.154 -0.569  -0.329
O: 0.395 2.876 1.860  -0.174
O: 0.026 -3.234 2.372  -0.020
O: 2.288 1.717 2.141  -0.166
O: -0.944 -2.034 4.054  -0.027
Si: 0.186 0.352 1.034  0.688
H: -1.363 1.497 -0.806  -0.014
H: -2.206 0.180 0.313  -0.004
H: -1.772 1.885 0.878  -0.053
H: 2.156 -0.705 -0.442  -0.027
H: 0.492 -0.671 -1.235  -0.026
H: 1.576 0.817 -1.170  0.034

[3]
ORCA calculation (ωB97M-V/def2-TZVPD) on a structure of composition C39H29Cl2N7O2PTc in a non-equilibrium geometry.

Results
HOMO-LUMO gap (alpha / beta)   6.072 / 6.293 eV
Multiplicity   4
Relative energy (zero: lowest compared OMol25 entry of this formula, charge and spin)   0.0 kJ/mol
Largest force on an atom   0.1148 Eh/bohr
Net charge   +1
LUMO level (alpha / beta)   -0.1149 / -0.1190 Ha
Expectation value of S²   3.77

Last column: Löwdin spin population.
CARTESIAN COORDINATES (ANGSTROEM)
Tc: -0.273 0.078 -1.208  2.119
Cl: 0.825 -6.381 -3.251  0.000
C: 0.229 -5.114 -2.268  0.002
C: 0.977 -3.934 -2.195  0.000
C: 0.440 -2.762 -1.598  0.000
N: 0.999 -1.489 -1.631  0.018
C: 2.264 -1.126 -2.094  0.019
O: 3.226 -1.876 -2.398  0.030
C: 2.349 0.356 -2.354  0.007
C: 3.521 0.764 -2.916  0.000
C: 3.667 2.105 -3.202  0.005
C: 2.669 3.035 -2.889  0.002
C: 1.527 2.570 -2.299  0.012
N: 1.385 1.258 -1.988  0.028
C: -0.900 -2.824 -1.055  -0.001
C: -1.590 -4.027 -1.008  0.001
C: -1.100 -5.141 -1.699  0.000
Cl: -2.134 -6.498 -1.825  0.000
N: -1.425 -1.577 -0.744  0.019
C: -2.810 -1.369 -0.344  0.017
O: -3.557 -2.222 0.158  0.026
C: -3.263 0.051 -0.595  0.004
C: -4.569 0.484 -0.320  0.001
C: -4.912 1.805 -0.436  0.001
C: -3.916 2.666 -0.938  0.004
C: -2.639 2.238 -1.183  0.013
N: -2.300 0.925 -1.098  0.044
H: 1.966 -3.938 -2.577  0.000
H: 4.266 0.037 -3.089  0.000
H: 4.601 2.427 -3.669  0.000
H: 2.857 4.091 -3.060  0.000
H: 0.644 3.205 -2.047  0.002
H: -2.548 -4.053 -0.561  0.000
H: -5.276 -0.357 -0.130  0.000
H: -5.947 2.138 -0.381  0.000
H: -4.140 3.724 -1.168  0.000
H: -1.882 2.880 -1.569  0.003
N: -1.031 -0.996 -5.428  0.004
C: -1.503 0.321 -5.500  0.000
C: -1.310 0.859 -4.257  0.003
N: -0.750 -0.089 -3.423  0.014
C: -0.616 -1.188 -4.164  0.010
H: -1.070 -1.754 -6.110  0.000
H: -1.875 0.757 -6.378  0.000
H: -1.369 1.877 -3.840  0.001
H: -0.048 -2.070 -3.916  0.000
N: 0.083 0.607 0.403  0.386
P: 0.530 0.538 1.948  0.113
C: 0.404 2.103 2.760  0.005
C: 0.397 3.260 1.998  0.005
C: 0.466 4.487 2.614  0.000
C: 0.606 4.571 3.973  0.001
C: 0.545 3.402 4.798  0.000
C: 0.365 2.167 4.210  0.000
C: 2.206 -0.005 2.113  0.016
C: 3.248 0.946 2.354  0.007
C: 4.557 0.460 2.513  0.000
C: 4.915 -0.873 2.394  0.006
C: 3.892 -1.756 2.029  -0.001
C: 2.529 -1.358 1.880  0.007
C: -0.672 -0.516 2.774  0.020
C: -0.380 -1.515 3.703  0.005
C: -1.389 -2.225 4.348  0.001
C: -2.760 -1.879 4.136  0.003
C: -3.039 -0.918 3.192  0.000
C: -2.014 -0.141 2.574  0.008
H: 0.311 3.288 0.909  0.002
H: 0.403 5.396 1.973  0.000
H: 0.463 5.536 4.496  0.000
H: 0.596 3.584 5.860  0.000
H: 0.182 1.261 4.745  0.000
H: 3.035 2.024 2.580  0.000
H: 5.294 1.183 2.800  0.000
H: 5.917 -1.250 2.551  0.000
H: 4.087 -2.807 1.866  0.000
H: 1.811 -2.204 1.732  0.000
H: 0.658 -1.816 3.910  0.000
H: -1.003 -2.956 5.079  0.000
H: -3.567 -2.461 4.615  0.000
H: -4.069 -0.727 2.910  0.000
H: -2.268 0.728 1.909  0.002

[4]
ORCA calculation (ωB97M-V/def2-TZVPD) on a structure of composition C22H23FN6O2S in a non-equilibrium geometry.

Results
HOMO-LUMO gap   8.542 eV
Multiplicity   1
Relative energy (zero: lowest compared OMol25 entry of this formula, charge and spin)   2055.8 kJ/mol
Largest force on an atom   0.3743 Eh/bohr
LUMO level   0.0019 Ha

Last column: Löwdin charge in e.
CARTESIAN COORDINATES (ANGSTROEM)
C: 2.641 4.371 2.008  -0.110
C: 3.995 3.982 1.675  -0.224
O: 4.185 3.280 0.370  0.017
C: 3.913 2.113 0.201  -0.488
C: 3.441 1.428 1.081  -0.077
C: 3.190 0.006 0.903  -0.423
C: 3.396 -0.452 -0.288  -0.267
C: 3.868 0.321 -1.566  0.059
C: 4.209 1.601 -1.180  0.057
H: 4.509 2.348 -1.814  0.080
H: 4.041 -0.232 -2.466  0.096
N: 3.082 -1.925 -0.784  0.171
C: 2.485 -2.188 0.302  -0.716
N: 2.030 -3.769 0.526  0.123
C: 1.199 -4.285 -0.455  -0.368
O: 0.958 -5.474 -0.022  -0.020
C: 0.551 -3.286 -1.337  -0.265
N: 0.159 -2.165 -0.717  -0.153
C: -0.127 -1.211 -1.852  -0.054
C: -0.269 0.126 -0.911  -0.067
H: 0.655 0.480 -0.531  0.102
H: -0.372 0.861 -1.603  0.076
C: -1.458 -0.026 -0.009  -0.439
N: -2.682 0.001 -0.564  0.081
C: -3.921 0.272 -0.470  -0.284
C: -4.461 0.829 1.020  0.073
C: -5.743 1.246 1.217  0.043
C: -6.642 0.677 0.056  -0.244
C: -6.148 0.400 -0.994  -0.076
C: -4.890 0.190 -1.198  -0.243
N: -4.120 -0.364 -2.405  0.134
N: -2.852 -0.259 -2.112  0.125
H: -6.951 0.174 -1.906  0.224
F: -7.900 1.194 0.348  0.014
H: -6.107 1.480 2.138  0.068
H: -3.733 0.820 1.849  0.091
C: -1.326 -1.131 0.658  -0.275
C: -1.106 -2.457 0.218  -0.061
H: -0.953 -3.315 0.607  0.060
H: -1.848 -2.698 -0.617  0.156
H: -0.548 -0.974 1.649  0.176
H: -2.084 -1.409 1.679  0.200
H: -1.377 1.024 0.645  0.226
H: 0.945 -0.887 -2.267  0.161
H: -0.742 -1.356 -2.536  0.011
H: 1.233 -3.137 -2.139  0.116
H: -0.288 -3.895 -1.880  0.174
H: 2.162 -4.040 1.406  0.046
S: 2.465 -1.406 1.708  1.117
H: 3.433 1.464 2.268  0.175
H: 4.487 3.280 2.435  0.131
H: 4.766 4.828 1.599  0.148
H: 1.864 3.478 1.815  0.123
H: 2.296 5.119 1.243  0.086
H: 2.492 4.947 2.999  0.114

[5]
ORCA calculation (ωB97M-V/def2-TZVPD) on the ion C4H10N3 with charge +1 in a non-equilibrium geometry.

Results
HOMO-LUMO gap (alpha / beta)   7.056 / 7.742 eV
Multiplicity   3
Relative energy (zero: lowest compared OMol25 entry of this formula, charge and spin)   266.8 kJ/mol
Largest force on an atom   0.0737 Eh/bohr
Net charge   +1
LUMO level (alpha / beta)   -0.1253 / -0.2772 Ha
Expectation value of S²   2.01

Last column: Löwdin spin population.
CARTESIAN COORDINATES (ANGSTROEM)
C: -0.263 -1.376 -0.035  0.287
C: 1.840 -0.362 -0.520  0.359
C: 2.237 0.486 0.601  0.086
C: -2.452 -0.058 0.177  0.051
N: 0.937 -1.229 -0.455  0.519
N: -1.030 -0.242 -0.047  0.495
N: -0.402 0.886 -0.644  0.070
H: -0.579 -2.305 0.451  0.012
H: 2.285 -0.262 -1.415  0.035
H: 1.496 0.247 1.352  0.001
H: 2.256 1.560 0.320  0.016
H: 3.290 0.088 0.925  0.013
H: -3.125 -0.778 -0.203  0.018
H: -2.474 -0.139 1.223  0.019
H: -2.801 0.914 -0.121  0.000
H: -0.543 1.656 -0.004  0.006
H: -0.674 0.915 -1.604  0.014